ORCA calculation (wB97M-V/def2-TZVPD) on an isolated molecule of C16H28N4O2S.

```
51
C16H28N4O2S wB97M-V/def2-TZVPD
S 2.3073 1.0199 1.1032
O 0.4467 -1.1249 1.4719
O 2.5701 -1.0235 -3.5035
N -0.1671 1.9377 0.5326
N -0.8685 -0.2238 3.0556
N -0.9487 2.1549 -0.5388
N 0.9651 1.3801 -1.2677
C -3.0803 0.8697 -2.4984
C 2.8330 -2.7796 -1.9531
C 0.9697 1.4723 0.0930
C -1.8854 1.9972 3.3868
C 1.8506 -0.6557 -2.3330
C -1.9105 -1.1960 2.7699
C -1.7884 0.7433 -3.2932
C 1.3145 0.7933 2.6048
C -1.8510 -2.3827 3.7268
C -1.1860 0.7991 4.0308
C 2.3742 -1.5373 -1.1962
C 2.0128 0.8560 -2.0962
C -0.2893 1.8246 -1.6124
C 0.2537 -0.2686 2.3168
C -0.8221 1.9002 -2.9948
C 3.3860 -2.1527 -3.2314
H 3.2306 -1.0568 -0.7206
H 3.3438 -2.8151 -4.0990
H 1.6193 -1.7324 -0.4388
H -1.7618 -1.5447 1.7459
H 1.9994 0.4479 3.3798
H 1.9834 -3.4232 -2.1838
H 0.7832 -0.8599 -2.5143
H 0.8951 1.7620 2.8582
H -1.9475 2.8191 4.0949
H -2.8584 0.9713 -1.4391
H -1.3609 2.8435 -3.1023
H -2.0090 0.7434 -4.3627
H -1.3021 -0.2055 -3.0552
H -1.8379 0.3458 4.7830
H 2.9732 1.0625 -1.6160
H -1.9702 -2.0588 4.7588
H -2.8790 -0.6960 2.8365
H 4.4249 -1.8242 -3.0864
H 1.9919 1.3574 -3.0675
H -2.6435 -3.0875 3.4910
H -3.6337 1.7512 -2.8134
H 3.5815 -3.3556 -1.4152
H -2.8931 1.7305 3.0795
H -3.7079 -0.0056 -2.6483
H -0.2737 1.1138 4.5410
H -1.3441 2.3197 2.4998
H -0.8938 -2.8882 3.6286
H 0.0038 1.8822 -3.7078
```

As for the lowest unoccupied orbital energy: 0.7 eV. For the energy above the lowest of the compared OMol25 structures with the same formula, charge and spin, the calculation gives 51.0 kJ/mol. The calculation puts the HOMO energy at -8.3 eV. The SMILES is CCCc1nnc(SCC(=O)N(CC)CC)n1C[C@@H]1CCCO1. Its multiplicity is 1. Its orbital gap is 0.3283 hartree.


ORCA calculation (wB97M-V/def2-TZVPD) on an isolated molecule of C16H28N4OS.

```
50
C16H28N4OS wB97M-V/def2-TZVPD
S 0.7503 1.9083 0.3189
O 3.4044 -0.6396 0.2922
N -1.4444 2.3163 -1.0103
N -2.7199 -0.8294 2.2121
N 3.5982 0.8695 -1.4381
N -1.9050 1.6448 1.2010
C -3.3130 -0.3665 0.9368
C 4.7585 1.5116 -0.8956
C 2.1523 2.8110 -2.0469
C -2.8809 -3.2521 1.5698
C -1.4419 1.3096 2.5380
C -0.4228 2.6445 -1.8465
C -3.0925 -2.1806 2.6996
C 2.1299 -1.8584 -2.5548
C 2.9712 -0.1980 -0.7590
C -3.2563 1.1674 0.8777
C 0.8480 2.5072 -1.3552
C 1.7676 -0.9708 -1.3669
C -1.3939 -3.2531 1.0652
C 2.9507 1.5600 -2.5704
C -1.4084 -0.2536 2.5668
C -1.0183 1.9521 0.1657
H -2.4455 -2.5010 3.5418
H 2.6165 -2.7986 -2.2482
H 1.2977 -1.5785 -0.6049
H -2.8297 -0.8069 0.0584
H -0.7395 -3.2328 1.9164
H -4.1150 -2.1912 2.9979
H 5.0128 2.3816 -1.5199
H -1.1836 -2.3964 0.4279
H -3.9923 1.4946 1.6397
H 1.2315 -2.1667 -3.1202
H 5.6325 0.8544 -0.8664
H 0.9804 -0.2535 -1.6610
H -1.0484 -0.6419 3.5253
H -0.6820 2.9788 -2.8762
H -0.4334 1.6975 2.7478
H 3.7597 1.9679 -3.2074
H -3.1347 -4.2112 2.0291
H -3.5569 -3.0825 0.7434
H 2.7769 3.3222 -1.3028
H 4.6447 1.8345 0.1291
H 2.3194 0.9332 -3.1807
H -2.1552 1.7189 3.2921
H 2.7855 -1.2926 -3.2490
H -0.6624 -0.5687 1.8095
H -1.1800 -4.1578 0.5012
H -3.5852 1.4371 -0.1117
H 1.9973 3.4767 -2.9037
H -4.3451 -0.6172 0.8918
```

As for the lowest unoccupied orbital energy: 0.7 eV. For the energy above the lowest of the compared OMol25 structures with the same formula, charge and spin, the calculation gives 139.6 kJ/mol. The calculation puts the HOMO energy at -7.5 eV. The SMILES is CCCN1CCN(c2ncc(CCN(C)C(=O)CC)s2)CC1. Its multiplicity is 1. Its orbital gap is 0.3012 hartree.


ORCA calculation (wB97M-V/def2-TZVPD) on a structure of composition C16H28N6S2Si2Zr.

```
55
C16H28N6S2Si2Zr wB97M-V/def2-TZVPD
Zr -0.2622 -0.4256 -0.0996
S -2.0212 -0.3013 -2.0387
S -1.9626 -1.2608 4.2385
Si 2.1887 0.6783 1.5562
Si 2.0144 0.7258 -1.7551
N -0.9217 1.6370 0.2664
N -2.7581 -2.6020 -0.7041
N -4.9414 -2.6014 -0.8095
N -4.4064 -1.4987 -1.4073
N -1.4305 -2.9631 -0.4650
N -1.2512 -0.9753 1.5861
C -3.9678 -4.5555 0.3678
C -3.0857 -1.4709 -1.3655
C 3.8081 1.0510 -2.0438
C 1.3171 1.1160 -0.0554
C 1.2551 1.4570 2.9605
C 0.9158 1.4786 -3.0716
C -2.0265 2.3825 0.4388
C 0.4213 3.5728 -0.0152
C -1.5597 -1.0953 2.7505
C 1.7260 -1.1788 -1.8382
C -1.9493 3.7524 0.4057
C 3.9949 1.0634 1.6505
C -0.7084 4.3499 0.1662
C -3.9254 -3.2763 -0.3755
C 0.2865 2.1921 0.0619
C 1.9839 -1.2244 1.6551
H 2.9176 -1.7282 1.3968
H 3.9560 2.1204 -2.2099
H 1.3928 4.0131 -0.1936
H 2.3595 -1.7472 -1.1548
H -2.9555 1.8544 0.6076
H -3.3711 -5.3204 -0.1304
H 0.2010 1.1703 2.9899
H 1.2545 -1.7266 0.9866
H 4.1591 0.5275 -2.9356
H 1.5250 2.0313 -3.7903
H 1.2991 2.5473 2.9127
H 4.5891 0.4857 0.9429
H 4.1838 2.1236 1.4721
H -3.6011 -4.4254 1.3879
H 4.4331 0.7524 -1.2049
H -1.3646 -3.3632 0.4676
H 1.6745 -1.5371 2.6534
H 0.6904 -1.5718 -1.7413
H -5.0129 -0.8211 -1.8472
H -1.1605 -3.6673 -1.1504
H 1.9407 -1.5128 -2.8561
H 1.7016 1.1568 3.9111
H 4.3598 0.8265 2.6530
H 0.1794 2.1861 -2.6838
H -2.8365 4.3491 0.5588
H -0.6338 5.4290 0.1285
H -4.9993 -4.8945 0.4151
H 0.3849 0.7147 -3.6450
```

As for the net charge: +2. As for the lowest unoccupied orbital energy: -6.8 eV. For the energy above the lowest of the compared OMol25 structures with the same formula, charge and spin, the calculation gives 0.0 kJ/mol. The calculation puts the HOMO energy at -14.8 eV. Its multiplicity is 1. Its orbital gap is 0.2934 hartree.


ORCA calculation (wB97M-V/def2-TZVPD) on a structure of composition C16H28NO6PPdS.

```
54
C16H28NO6PPdS wB97M-V/def2-TZVPD
Pd -0.0652 0.7573 0.1013
S 0.6548 -0.8567 2.8967
P -0.8468 -0.7741 -1.8007
O -1.7927 -0.9544 -0.4741
O 0.5720 -0.7488 -1.2146
O 1.0188 3.4347 3.0195
O -1.2414 0.8246 -1.8829
O -0.0043 1.9367 1.6898
O -1.1683 -1.5757 -2.9672
N 2.1823 1.4048 0.3899
C 0.6582 1.8102 -3.0964
C -3.0110 -1.9573 1.2884
C 4.5345 1.2458 0.2155
C -1.5520 1.3804 -4.2307
C 2.3168 2.2015 1.4526
C 1.6850 -2.3128 3.0601
C 3.5470 2.5885 1.9452
C -1.3697 3.1299 -2.4106
C -0.4989 -1.0391 4.2467
C 3.2607 0.9271 -0.2297
C -0.8594 1.7935 -2.9359
C -3.1822 -2.9461 -1.0037
C 4.6775 2.0982 1.3020
C -1.0287 -3.1485 0.3064
C -2.2482 -2.2848 0.0040
C 1.0245 2.6223 2.1443
H 3.0887 0.2912 -1.0894
H 3.5931 3.2502 2.7992
H 0.0566 -1.0652 5.1887
H 5.6628 2.3797 1.6497
H 1.1299 2.0984 -2.1516
H -4.0833 -2.3513 -1.1482
H -1.2869 2.0815 -5.0195
H -1.0795 3.9373 -3.0789
H 1.0690 -3.1898 3.2601
H -1.2463 0.3779 -4.5272
H -0.3566 -2.6068 0.9839
H 5.3972 0.8345 -0.2892
H -0.9453 3.3175 -1.4190
H -1.1622 -0.1758 4.2293
H 0.9419 2.5310 -3.8596
H -2.6342 1.3825 -4.1048
H -3.4536 -3.9442 -0.6651
H -2.4063 -1.2781 1.9000
H -1.3296 -4.0876 0.7661
H 1.0248 0.8277 -3.3976
H 2.3787 -2.1541 3.8920
H -2.4556 3.1166 -2.3257
H -1.0621 -1.9677 4.1290
H -3.9527 -1.4606 1.0630
H -2.6917 -3.0286 -1.9667
H -0.4817 -3.3756 -0.6105
H 2.2417 -2.4282 2.1318
H -3.2200 -2.8696 1.8442
```

As for the net charge: +2. As for the lowest unoccupied orbital energy (spin up / spin down): -6.3 / -11.2 eV. For the energy above the lowest of the compared OMol25 structures with the same formula, charge and spin, the calculation gives 201.5 kJ/mol. The calculation puts the HOMO energy (spin up / spin down) at -16.4 / -16.5 eV. Its multiplicity is 5. Its orbital gap (spin up / spin down) is 0.3708 / 0.1959 hartree.


The records above yield max |F| values of 1.09, 2.73, 0.81, 2.15 eV/A, respectively.
The records above yield E values of -37937.317, -35889.032, -64682.437, -54407.538 eV, respectively.